Molecular formula: C36H96B6F24N6O12
Method: DFT, ωB97M-V/def2-TZVPD

Last column: Löwdin charge in e.
CARTESIAN COORDINATES (ANGSTROEM)
F 4.20876 3.33588 0.80303  0.117
F 0.71313 8.28020 -0.24155  0.104
F -1.24762 7.21659 0.42091  0.080
F 1.88174 2.93720 -4.93153  0.067
F -5.21372 0.49993 -6.79968  0.060
F 0.86958 6.49146 1.14113  0.069
F 4.42136 -0.92469 -0.45499  0.111
F 3.09497 1.62543 -3.53603  0.125
F 6.22765 -1.48045 -1.87123  0.114
F 5.36468 2.01576 2.27975  0.060
F 6.09790 2.17132 0.13949  0.161
F 1.93419 3.45760 -2.72850  0.053
F -1.26677 -4.12383 1.26353  0.117
F 0.19128 6.24691 -1.03568  0.089
F 4.32348 -2.78205 -1.67947  0.064
F 4.22311 -0.66358 -2.65631  0.140
F -4.68087 1.09834 -4.63668  0.042
F 6.22070 4.00098 1.60873  0.070
F -1.46173 -2.37492 -0.21240  0.092
F -2.98156 -2.68839 1.55732  0.110
F -2.97875 -4.06990 -0.27038  0.119
F -5.94762 2.52666 -5.92051  0.107
F 3.83121 3.75758 -3.98758  0.136
F -6.79335 0.51899 -5.13283  0.090
O -5.71576 -3.66893 -4.19068  -0.230
O -1.78319 1.51566 -0.95499  -0.203
O 4.22489 -5.06372 -3.77630  -0.197
O 8.27995 -3.71639 -4.54082  -0.168
O 2.43760 2.81876 5.35587  -0.211
O 0.40205 2.14315 0.93759  -0.256
O -7.43540 2.37283 5.30239  -0.198
O -3.78472 5.41269 3.08540  -0.203
O 0.67324 -1.37416 2.23466  -0.192
O -0.39051 -0.53941 -2.86047  -0.193
O 6.25711 2.81566 6.90622  -0.176
O -7.35784 -6.57402 -5.20419  -0.191
N 1.53207 0.70044 -1.32533  0.122
N -5.80749 -6.01605 -2.90866  0.059
N 4.62377 4.23127 5.03730  0.093
N -6.37400 3.99153 3.00803  0.085
N 6.51007 -4.45397 -2.36128  0.071
N -1.55770 0.04864 1.39181  0.073
C 7.98270 -4.22274 -2.10678  -0.083
C 2.40950 1.40563 -0.28238  -0.053
C -5.15126 -6.50914 -4.18945  -0.078
C 8.14420 -2.29191 -4.33644  -0.048
C -5.08417 -4.86436 -2.22931  -0.077
C -5.71703 3.68856 4.32531  -0.097
C -0.46599 -1.48122 3.04901  -0.205
C -2.86177 0.72252 1.06302  -0.085
C -5.62066 -3.55914 -2.79194  -0.208
C 3.64156 4.26686 3.90528  -0.071
C 8.78869 -4.36874 -3.40371  -0.233
C 5.96495 3.58346 4.66772  -0.066
C -6.06343 2.32385 4.85906  -0.197
C -6.20187 -2.42028 -4.71388  -0.053
C 0.66380 -1.36001 -2.45192  -0.210
C -1.85191 1.99080 -2.30420  -0.045
C -4.63992 5.45816 1.96618  -0.195
C -7.63326 1.57815 6.46435  -0.099
C 6.85396 3.59062 5.89611  -0.232
C 1.39538 1.86467 5.49122  -0.086
C -2.95523 0.94817 -0.45154  -0.196
C 1.45268 -2.53956 2.38269  -0.086
C 6.19941 -5.86849 -2.81721  -0.080
C 0.47055 3.57434 0.81855  -0.036
C 2.23499 3.82737 4.34474  -0.145
C 7.12982 2.65223 8.00152  -0.097
C -6.09431 5.32859 2.34128  -0.066
C -1.22755 -1.07441 -3.85358  -0.078
C 4.70212 -6.03677 -2.85816  -0.194
C 1.24735 -0.79312 -1.19079  -0.061
C 1.69638 1.50034 1.04771  -0.151
C -6.16301 -7.29045 -5.00783  -0.203
C -1.37618 -0.25889 2.85815  -0.074
C -7.34720 -5.75112 -6.38088  -0.056
C 2.88235 -4.67270 -3.64678  -0.097
C -2.42913 5.15841 2.77201  -0.079
B -5.68718 1.18775 -5.64642  -1.258
B 5.48585 2.86975 1.14801  -1.263
B 0.10881 7.07472 0.10080  -1.280
B -2.18272 -3.31558 0.58789  -1.253
B 2.74447 2.93143 -3.80209  -1.251
B 4.83652 -1.44496 -1.67976  -1.254
H 3.36368 0.89962 -0.16955  0.126
H -3.77433 1.65636 -0.62437  0.133
H -5.33631 1.95607 5.58427  0.134
H 7.76837 3.11973 5.51604  0.138
H 1.81376 1.11380 6.16067  0.092
H -2.32939 -0.41267 3.36031  0.127
H 1.40944 -1.57279 -3.22590  0.135
H -6.73974 5.26324 1.46505  0.143
H 0.53535 -0.78836 -0.36816  0.099
H -6.64692 -3.35051 -2.46141  0.133
H -6.56869 -5.00998 -6.19270  0.080
H 8.11503 2.34948 7.62439  0.090
H -0.80804 0.71240 1.14114  0.120
H 2.15987 -1.27010 -0.83983  0.119
H 0.87742 4.07763 1.69688  0.073
H 3.60553 5.19502 3.32756  0.157
H 2.27869 -5.59238 -3.60428  0.088
H 2.52708 -4.13149 -4.51885  0.099
H -2.08501 3.06104 -2.33734  0.105
H -2.07467 4.26844 2.23293  0.070
H -8.67472 1.51609 6.76696  0.092
H -4.64575 3.61675 4.13437  0.125
H -8.28542 -5.19844 -6.41504  0.098
H -7.30066 0.54640 6.30502  0.090
H 8.88609 -5.43020 -3.63005  0.120
H -6.15708 3.23468 2.36005  0.181
H 7.16480 -2.14177 -3.88937  0.076
H -2.85876 1.60168 1.70904  0.119
H -5.60985 -1.58337 -4.34165  0.088
H -4.39423 4.70350 1.21136  0.140
H -4.32728 -7.06750 -3.74599  0.141
H -5.74478 -7.58829 -5.96926  0.136
H 5.99168 -4.37571 -1.48518  0.163
H -6.75744 -5.67789 -3.10145  0.165
H -7.21390 -2.27456 -4.32272  0.095
H -3.11458 -0.02232 -0.93340  0.135
H 8.33286 -1.74809 -5.25943  0.098
H 6.69473 -6.54994 -2.12980  0.138
H 1.62827 3.47735 3.51130  0.098
H -6.46328 6.15295 2.94857  0.144
H -0.58620 3.83680 0.75583  0.080
H -0.15743 -1.50183 4.10237  0.130
H -3.66465 0.04976 1.36307  0.125
H 7.32741 3.63889 8.43989  0.091
H 2.40503 -2.41568 1.86504  0.096
H 6.45820 4.11015 3.85313  0.134
H 0.93680 3.81558 -0.13576  0.106
H 4.40868 -7.00287 -3.27744  0.135
H 8.30060 -4.95381 -1.36843  0.133
H 4.17978 -5.83069 -1.91859  0.134
H -6.41718 -8.14715 -4.37762  0.129
H 4.30096 3.63585 5.80628  0.147
H -6.11427 1.51989 4.11465  0.134
H -5.33367 -4.85635 -1.16811  0.132
H -1.49482 -0.81119 0.84537  0.120
H -1.00965 -2.41176 2.86141  0.112
H -4.46770 6.47938 1.60747  0.155
H 0.26695 -2.34510 -2.16572  0.122
H -1.96538 -1.76841 -3.43595  0.085
H 0.62315 1.16389 -1.34311  0.130
H 0.50858 2.29515 5.96124  0.087
H 2.02897 0.88798 -2.20032  0.130
H -1.90753 4.88322 3.69321  0.091
H -0.86647 2.00355 -2.76977  0.094
H 2.53403 2.38534 -0.74203  0.119
H -5.78223 4.46291 5.08408  0.155
H 5.75398 2.55582 4.38566  0.135
H 1.62228 0.50372 1.48226  0.107
H -7.01932 1.96329 7.28280  0.092
H 1.72409 -2.78242 3.41584  0.092
H -4.98530 -2.70921 -2.53006  0.139
H 1.72178 4.65551 4.83805  0.126
H 1.13275 1.34203 4.56842  0.077
H -0.60079 -1.59033 -4.59116  0.092
H 4.76654 5.12273 5.50848  0.181
H 6.57562 -5.95493 -3.83446  0.137
H 6.07726 -3.78492 -3.00367  0.150
H -3.99856 -4.92996 -2.23610  0.128
H 9.77529 -3.97910 -3.13445  0.130
H -2.59880 1.46901 -2.90274  0.083
H -6.05544 -6.78552 -2.28551  0.180
H -2.00602 6.03298 2.27380  0.094
H -7.30038 -6.28722 -7.32842  0.097
H 6.78444 1.93910 8.74293  0.091
H 2.64568 -4.13428 -2.72584  0.078
H -6.28897 -2.34309 -5.79365  0.103
H 3.96988 3.69091 3.03228  0.101
H 8.92673 -1.86515 -3.69972  0.100
H -1.71122 -0.28207 -4.42601  0.097
H 1.01429 -3.44495 1.95307  0.089
H -4.79875 -5.59242 -4.65618  0.123
H 8.07885 -3.19074 -1.77368  0.123
H -7.38511 3.94245 3.15024  0.178
H 7.14169 4.62038 6.13792  0.135
H -0.96064 0.66462 3.26327  0.118
H 2.19616 2.17459 1.74571  0.106

Its energy above the lowest of the compared OMol25 structures with the same formula, charge and spin is 0.00 kcal/mol.